{
  "formula": "C15H20N2OPd",
  "method": "ωB97M-V/def2-TZVPD",
  "elements": ["C", "C", "H", "H", "H", "H", "H", "H", "C", "C", "C", "C", "H", "H", "H", "H", "N", "C", "C", "N", "C", "C", "C", "H", "H", "C", "H", "H", "Pd", "C", "H", "H", "H", "C", "C", "O", "H", "H", "H"],
  "coordinates": [[-4.946, 0.210, 0.371], [-4.964, 1.511, -0.433], [-5.171, -0.645, -0.278], [-5.746, 0.254, 1.122], [-4.004, 0.020, 0.886], [-4.122, 1.625, -1.106], [-5.875, 1.539, -1.031], [-4.995, 2.381, 0.221], [0.867, -2.858, 0.111], [1.754, -3.923, -0.139], [2.868, -3.704, -0.946], [3.089, -2.445, -1.494], [-0.027, -2.955, 0.739], [1.545, -4.889, 0.302], [3.573, -4.501, -1.175], [3.889, -2.228, -2.195], [1.087, -1.673, -0.453], [2.199, -1.396, -1.166], [2.364, -0.011, -1.630], [1.425, 0.887, -1.253], [1.459, 2.161, -1.648], [3.455, 1.717, -2.922], [2.480, 2.610, -2.493], [0.656, 2.818, -1.304], [2.479, 3.642, -2.809], [3.398, 0.383, -2.513], [4.073, -0.384, -2.892], [4.253, 2.016, -3.599], [-0.235, 0.083, 0.058], [-1.321, 1.706, 0.197], [-1.712, 1.894, -0.813], [-0.571, 2.459, 0.477], [-2.137, 1.645, 0.942], [0.561, 1.207, 2.841], [0.939, 0.349, 1.656], [2.053, -0.156, 1.527], [-0.390, 1.726, 2.682], [1.398, 1.910, 2.963], [0.514, 0.604, 3.758]],
  "forces_ev_per_angstrom": [[-0.404, 0.023, -0.046], [-0.307, -0.119, 0.142], [0.177, 0.096, 0.136], [0.218, -0.122, -0.076], [0.003, 0.081, -0.074], [0.187, -0.096, -0.049], [-0.020, 0.078, -0.086], [0.133, 0.044, 0.046], [1.162, -0.658, -0.886], [-0.603, 0.565, 0.536], [0.110, 0.315, -0.404], [-0.592, 0.673, 0.365], [0.403, -0.034, -0.368], [0.130, -0.020, -0.034], [-0.262, 0.049, 0.086], [0.096, -0.350, 0.371], [-0.713, 0.588, 0.130], [-0.307, -1.290, 0.051], [0.104, 0.820, -0.870], [-0.443, -0.361, 0.438], [0.959, -0.279, -0.663], [0.171, -0.871, -0.029], [-0.533, 0.031, 0.482], [0.267, -0.285, -0.101], [0.092, 0.064, -0.035], [-0.726, 0.086, 0.427], [0.022, 0.528, 0.112], [-0.246, 0.090, 0.139], [0.876, -1.568, -1.152], [-0.829, 1.008, -0.088], [-0.146, 0.308, 0.347], [-0.528, 0.221, 0.009], [0.325, 0.185, -0.361], [0.285, 0.187, 0.138], [2.139, -1.189, 0.380], [-1.223, 1.235, 1.057], [0.342, -0.117, 0.104], [-0.302, 0.077, 0.118], [-0.017, 0.004, -0.293]],
  "lowdin_spin": [0.003, 0.001, 0.000, 0.000, 0.004, 0.001, 0.000, 0.000, 0.018, 0.018, 0.016, 0.009, 0.004, 0.001, 0.001, 0.000, 0.036, 0.027, 0.040, 0.128, 0.022, 0.018, 0.016, 0.001, 0.001, 0.008, 0.001, 0.001, 0.975, 0.173, 0.039, 0.010, 0.031, 0.062, 0.235, 0.091, 0.002, 0.006, 0.001],
  "multiplicity": 3,
  "mol_weight_g_mol": 350.76,
  "s2": 2.008,
  "gap_ev": [4.53, 8.04],
  "e_tot_ha": -896.0791,
  "e_lumo_ev": [-0.30, -0.27]
}